[1]
Density functional theory data (wB97M-V/def2-TZVPD) for a 2-piece molecular cluster, C5H15N2 overall at a distorted geometry.

Values from the calculation:
LUMO level	-7.874	eV
max |F|	5.99	eV Å⁻¹
total charge	+1
orbital gap	5.9809	eV
ΔE to the lowest compared entry with this formula, charge and spin	115.8	kcal per mole

Each line ends with the Mulliken charge.
Cartesian coordinates (Å):
C (1.3773, 0.0245, 1.2567)  -0.61
H (-1.6872, -0.9575, 1.9245)  0.21
C (2.2197, 0.6282, 0.1100)  -0.42
N (-0.1366, 0.6816, -3.1273)  -0.58
H (1.5176, 0.5175, -0.7353)  -0.17
H (0.6131, 0.7181, 1.6237)  0.31
H (-0.8992, -1.4093, -0.9118)  0.36
H (2.0192, -0.1999, 2.1139)  0.46
H (0.7986, 0.9194, -2.8164)  0.25
H (-0.0078, -1.7141, 1.4731)  0.40
H (-3.0157, -0.1865, 1.4869)  0.32
H (2.4511, 1.6107, 0.5164)  0.33
H (1.2217, -1.8627, 0.2886)  0.38
N (-2.0156, -0.0541, 1.6153)  -0.39
H (3.1735, 0.1143, 0.0173)  0.36
C (-0.4780, -0.5982, -0.3059)  0.12
C (0.5042, -1.1385, 0.6875)  -0.94
C (-1.4930, 0.3717, 0.2945)  -0.68
H (-1.0604, 1.3563, 0.4029)  0.30
H (-2.3710, 0.4604, -0.3472)  0.44
H (-0.6539, 0.1716, -2.4297)  0.28
H (-0.1484, 0.2711, -4.0509)  0.27


[2]
Density functional theory data (wB97M-V/def2-TZVPD) for C32H32N3O3P2PdS as an isolated structure.

Values from the calculation:
LUMO level	2.437	eV
max |F|	0.13	eV Å⁻¹
total charge	-1
orbital gap	5.8307	eV
ΔE to the lowest compared entry with this formula, charge and spin	0.0	kcal per mole

Each line ends with the Mulliken charge.
Cartesian coordinates (Å):
H (4.6393, 1.4439, -0.6142)  0.35
H (2.2985, 0.6046, -6.3161)  0.38
H (1.4208, -1.5398, -5.4587)  0.39
C (5.9852, 1.7864, 1.0215)  -0.79
H (4.8846, 2.7686, 4.0658)  0.30
C (-1.5658, -4.8939, 2.4773)  -0.69
C (-0.2252, -1.0277, -0.6186)  -1.34
C (-4.3705, 1.7678, -1.6290)  -0.48
H (-2.3171, -5.3449, 3.1135)  0.39
C (-4.5732, -0.4598, 1.0607)  -0.79
C (3.5118, -1.4162, 1.1846)  -0.57
N (2.4941, 2.7257, 2.9598)  -0.16
H (-4.7069, -1.0257, -3.5190)  0.39
H (-5.6106, 1.2745, 1.7829)  0.41
H (6.8733, 1.5282, 0.4631)  0.39
P (-0.5432, -1.1345, 1.1795)  2.05
O (2.9684, -1.0942, -0.0871)  -0.39
C (-3.5074, 1.4066, 2.1567)  -0.54
H (-2.5444, 2.4430, -0.7144)  0.06
H (-6.0367, 0.8613, -2.6287)  0.39
H (2.6279, -0.1680, -0.0253)  0.03
C (-3.3447, -1.0781, 0.9111)  -0.04
C (3.6431, 2.4225, 2.3360)  0.91
C (0.8961, 1.7126, -3.4418)  -0.68
C (1.2647, -0.6264, -4.8989)  -0.76
O (0.4829, -0.5241, 2.0483)  -0.86
H (1.1891, -5.6971, 0.6818)  0.42
C (-0.5716, -5.6775, 1.9111)  -0.44
H (3.7198, -2.4887, 1.1923)  0.29
H (-2.3682, -2.9165, 2.6880)  0.42
H (4.4545, -0.8865, 1.3647)  0.27
H (-3.5570, 2.3963, 2.5896)  0.49
H (2.8083, -1.1790, 1.9852)  0.19
H (-0.8625, -1.7651, -1.1178)  0.75
C (4.8781, 2.4773, 3.0235)  -0.85
H (-0.5469, -6.7434, 2.1012)  0.37
C (4.7482, 1.7429, 0.4191)  -0.28
C (1.7591, 0.5778, -5.3774)  -0.43
C (-4.9781, 0.7957, -2.4076)  -0.53
N (3.5962, 2.0443, 1.0390)  0.00
H (-5.4673, -0.9317, 0.6719)  0.40
C (-4.6508, 0.7811, 1.6868)  -0.52
H (0.2172, -1.6116, -3.3148)  0.30
C (0.3894, 0.5055, -2.9635)  0.69
C (-2.1936, -0.4610, 1.4052)  -0.02
H (0.8269, -1.2957, -0.7581)  0.71
C (0.5805, -0.6629, -3.6921)  -0.28
C (1.5770, 1.7457, -4.6479)  -0.75
H (-4.9444, 2.5946, -1.2296)  0.50
S (-2.5868, 4.7059, 0.9997)  -0.56
H (-2.3001, -1.1777, -3.0219)  0.30
H (1.6100, 2.8246, 2.4559)  0.05
C (6.0368, 2.1620, 2.3653)  -0.19
Pd (1.7577, 1.9084, 0.1209)  -0.06
C (-0.6402, -2.9359, 1.4163)  0.28
H (-3.2798, -2.0351, 0.4044)  0.47
N (-0.3794, 3.5780, 2.3610)  -0.82
H (-1.3682, 1.2809, 2.3546)  0.35
C (0.3697, -3.7272, 0.8684)  -0.31
P (-0.5177, 0.5764, -1.4041)  1.16
C (-2.2717, 0.6208, -1.8321)  0.81
C (-4.2332, -0.2681, -2.9069)  -0.63
H (1.9789, 2.6820, -5.0129)  0.41
O (-0.2152, 1.8129, -0.6232)  -0.89
H (0.7754, 2.6064, -2.8419)  0.43
C (-1.2854, 4.0520, 1.7996)  0.36
C (-2.8810, -0.3536, -2.6210)  -0.52
C (-3.0147, 1.6874, -1.3370)  -0.50
H (6.9840, 2.2038, 2.8898)  0.38
C (0.4009, -5.0914, 1.1112)  -0.73
C (-2.2718, 0.7836, 2.0214)  -0.85
C (-1.5974, -3.5269, 2.2351)  -0.40
H (2.5335, 3.1430, 3.8717)  0.22
H (1.1474, -3.2692, 0.2661)  0.22


[3]
Density functional theory data (wB97M-V/def2-TZVPD) for C23H61B2CuN3O15V2 as an isolated structure at a distorted geometry.

Values from the calculation:
multiplicity	3
LUMO level (spin up / spin down)	1.876 / 1.876	eV
max |F|	9.76	eV Å⁻¹
total charge	-1
orbital gap (spin up / spin down)	7.1264 / 7.1287	eV

Each line ends with the Löwdin spin population.
Cartesian coordinates (Å):
H (-0.6063, 3.2443, -1.3303)  0.00
N (-1.5581, 0.5159, 3.3451)  0.00
C (-2.7218, -0.8265, -6.8332)  0.00
C (-2.5104, -0.5896, 3.1463)  0.00
H (2.8959, -1.0190, 5.3448)  0.00
O (-2.2790, -2.1057, -2.9025)  0.00
H (-3.0384, -1.2327, 5.1431)  0.00
O (0.3968, 1.6434, 5.4522)  0.00
H (4.5048, 5.0148, 2.0154)  0.00
C (3.3497, -0.3732, 3.2913)  0.00
H (3.0594, -2.8028, -0.3893)  0.01
C (2.5760, 1.5593, 2.1251)  0.00
C (3.7385, 2.5499, 2.2267)  0.00
C (0.4000, -1.0777, -4.7778)  0.00
B (-2.0233, 1.2181, -3.2485)  0.02
H (1.3206, -1.7736, -7.1559)  0.00
C (1.1036, 2.5621, 6.2823)  0.00
C (-2.5680, -1.6171, 4.2323)  0.00
C (-1.3274, -3.5674, 4.6837)  0.00
H (3.6614, 5.6105, 3.4782)  0.00
H (-2.3833, 1.5726, -2.2500)  0.00
H (-2.1584, 0.7888, 5.3793)  0.00
H (-0.5441, 6.2530, 0.9267)  0.00
V (-1.9573, -0.4077, -1.5553)  1.10
C (-1.7995, 1.3391, 4.5112)  0.00
H (2.1032, -3.2423, -6.5962)  0.00
H (2.5296, 1.0465, 1.1626)  0.00
C (1.8242, -2.2356, -6.2996)  0.00
N (-1.8169, -1.2910, -5.8014)  0.00
C (-0.6614, 2.3190, 4.7881)  0.00
H (-0.1398, -0.4171, -6.7440)  0.00
O (-1.6976, -2.6091, -0.9584)  0.00
C (-1.1146, 4.1589, 0.5523)  0.00
H (5.0633, 4.4453, 3.5076)  0.00
H (-2.9776, 0.1950, -6.4927)  0.00
C (3.1004, -1.4289, 4.3525)  0.00
O (-3.4268, -0.2094, -1.0771)  -0.17
O (-0.8859, 0.4690, 0.1774)  0.01
H (1.1864, -0.3694, -4.4822)  0.00
H (4.2342, 2.7831, 1.2782)  0.00
H (3.2807, -0.8085, 2.2937)  0.00
B (2.7723, -3.0924, -1.4735)  0.02
H (4.5572, 2.0513, 2.7721)  0.00
O (-0.8231, -3.6238, -2.5068)  0.00
H (-2.1164, 2.0640, -4.0214)  0.00
H (-2.0859, -2.6356, -8.7528)  0.00
O (-1.2809, -2.1675, 4.4497)  0.00
H (1.3465, 3.5274, 5.8336)  0.00
O (0.9263, -2.3358, -5.2016)  0.00
C (-3.0948, -3.0462, -8.7229)  0.00
H (2.8833, -4.1025, 4.0263)  0.00
H (-1.9257, -3.8759, 5.5447)  0.00
H (-2.1600, 4.2605, 0.2449)  0.00
H (2.2890, -2.1895, -1.9375)  0.00
H (-2.3272, -0.6202, -7.8320)  0.00
H (-1.6759, -4.0050, 3.7451)  0.00
H (2.6315, -3.3633, 2.4617)  0.00
H (2.0417, 2.1116, 6.6101)  0.00
H (-3.4939, -0.1327, 2.9730)  0.00
H (-1.0256, 2.2287, 0.6935)  0.00
H (0.0201, -1.3589, -3.7857)  0.00
H (-2.2448, -1.0791, 2.2065)  0.00
H (4.3026, 0.1404, 3.4557)  0.00
C (2.1797, -3.4943, 3.4488)  0.00
H (-3.0730, -4.0922, -9.0277)  0.00
O (1.9697, -2.2120, 4.0226)  0.00
H (0.2588, 5.0617, 1.9323)  0.00
C (-3.9343, -1.7655, -6.9234)  0.00
H (-0.3373, -3.9736, 4.8907)  0.00
H (-4.6843, -1.3111, -7.5786)  0.00
H (-0.7500, 0.5617, -5.4261)  0.00
H (2.1253, -3.9925, -1.5390)  0.00
H (-3.8584, -2.5075, -9.2898)  0.00
C (-0.2480, 4.0522, -0.6916)  0.00
C (0.2198, -0.1438, -0.0481)  0.01
H (-4.3067, -1.9351, -5.9151)  0.00
H (-0.1042, 4.9703, -1.2636)  0.00
H (3.7748, -3.2324, -2.0177)  0.00
H (1.6784, 2.1847, 2.0535)  0.00
O (0.2444, -0.5035, -1.2635)  0.00
N (2.3104, 0.6804, 3.2793)  0.00
C (-1.9138, -3.0565, -2.1207)  0.00
H (-1.1768, 3.0673, 5.4139)  0.00
H (1.2815, -4.0928, 3.3269)  0.00
H (-1.2513, 5.4014, 2.4136)  0.00
H (2.3118, 1.3351, 4.0552)  0.00
O (3.2575, 3.6566, 2.9422)  0.00
H (3.9675, -2.0846, 4.4809)  0.00
O (0.4071, -4.0368, 0.0229)  -0.17
H (-2.2583, -1.1397, -4.9005)  0.00
H (-1.4205, 1.0456, 2.4963)  0.00
O (-3.5523, -3.0744, -7.3657)  0.00
Cu (0.3823, -0.7636, 3.1565)  0.00
H (2.6563, -1.5771, -6.0372)  0.00
H (0.7667, 3.8255, -0.3450)  0.00
O (0.5277, -1.1369, 0.6577)  0.01
O (-0.9620, 2.9712, 1.3294)  0.00
V (0.5543, -2.8229, -0.9432)  1.11
H (-2.6991, 0.3742, -3.6588)  0.02
H (0.4922, 2.7142, 7.1766)  0.00
C (-0.7044, 5.3249, 1.4704)  0.00
C (-0.6027, -0.4726, -5.7556)  0.00
H (-3.2850, -2.3444, 3.8350)  0.00
H (-0.3762, 2.9533, 3.9480)  0.00
H (-2.6548, 2.0131, 4.3177)  0.00
C (4.1269, 4.7474, 3.0137)  0.00
H (-0.9887, 0.7850, -3.1572)  0.00


[4]
Density functional theory data (wB97M-V/def2-TZVPD) for a 2-piece molecular cluster, C3H8OS overall at a distorted geometry.

Values from the calculation:
LUMO level	0.758	eV
max |F|	3.89	eV Å⁻¹
total charge	0
orbital gap	9.8896	eV
ΔE to the lowest compared entry with this formula, charge and spin	50.7	kcal per mole

Each line ends with the Mulliken charge.
Cartesian coordinates (Å):
H (2.3507, 1.3008, -1.2869)  0.32
H (3.3742, 0.5322, 1.2664)  0.14
H (-0.4621, -0.2030, 1.1564)  0.26
H (-2.9178, -0.2900, -1.0986)  0.27
H (0.4846, 1.1491, -0.7785)  0.16
H (-1.0956, 0.1556, -1.1539)  0.10
H (-2.5083, -1.7945, 0.7303)  0.34
O (-0.7485, -1.0982, 1.3752)  -0.43
C (-1.9643, -0.3348, -0.6622)  -0.66
H (1.5608, -0.2255, -0.6067)  0.31
C (1.5879, 0.9132, -0.4871)  -0.69
C (-1.7381, -1.2057, 0.3407)  0.09
S (2.0765, 1.1008, 1.2049)  -0.23


Repeat the fourth record exactly.
Density functional theory data (wB97M-V/def2-TZVPD) for a 2-piece molecular cluster, C3H8OS overall at a distorted geometry.

Values from the calculation:
LUMO level	0.758	eV
max |F|	3.89	eV Å⁻¹
total charge	0
orbital gap	9.8896	eV
ΔE to the lowest compared entry with this formula, charge and spin	50.7	kcal per mole

Each line ends with the Mulliken charge.
Cartesian coordinates (Å):
H (2.3507, 1.3008, -1.2869)  0.32
H (3.3742, 0.5322, 1.2664)  0.14
H (-0.4621, -0.2030, 1.1564)  0.26
H (-2.9178, -0.2900, -1.0986)  0.27
H (0.4846, 1.1491, -0.7785)  0.16
H (-1.0956, 0.1556, -1.1539)  0.10
H (-2.5083, -1.7945, 0.7303)  0.34
O (-0.7485, -1.0982, 1.3752)  -0.43
C (-1.9643, -0.3348, -0.6622)  -0.66
H (1.5608, -0.2255, -0.6067)  0.31
C (1.5879, 0.9132, -0.4871)  -0.69
C (-1.7381, -1.2057, 0.3407)  0.09
S (2.0765, 1.1008, 1.2049)  -0.23